# 1
2 unconnected molecules or ions with the total composition C4H7N2 at a distorted geometry. Source: the Open Molecules 2025 dataset; level of theory: the ωB97M-V functional and the def2-TZVPD basis.

## Properties
Multiplicity: 1
Energy relative to the best compared isomer or geometry (same formula, charge and spin): 3.275 eV
HOMO level: -14.99 eV
Molecular weight: 83.114 g mol⁻¹
Charge: +1
Maximum force: 3.0 eV Å⁻¹
Lowest unoccupied orbital energy: -4.755 eV

Structure (XYZ):
```
13
Properties=species:S:1:pos:R:3:mulliken_charge:R:1
C 0.612 2.161 -0.108 -0.15
C 1.965 1.944 1.920 -0.17
C -0.851 -1.733 -0.649 0.36
C -1.617 -2.817 -1.226 -0.80
N -0.459 -0.696 -0.329 -0.35
N 1.336 2.086 0.876 0.14
H 0.978 2.474 -1.062 0.32
H -0.501 2.023 -0.005 0.26
H 2.021 2.818 2.566 0.28
H 2.265 0.982 2.138 0.31
H -1.255 -3.853 -1.278 0.30
H -1.876 -2.570 -2.238 0.26
H -2.618 -2.819 -0.606 0.24
```


# 2
A gas-phase ion, C4H7N2 (charge +1) at a distorted geometry. Source: the Open Molecules 2025 dataset; level of theory: the ωB97M-V functional and the def2-TZVPD basis.

## Properties
Structure (SMILES): C1N[C@]23C[N@@+]12C3
Multiplicity: 1
Energy relative to the best compared isomer or geometry (same formula, charge and spin): 5.790 eV
HOMO level: -15.41 eV
Molecular weight: 83.114 g mol⁻¹
Charge: +1
Maximum force: 3.2 eV Å⁻¹
Lowest unoccupied orbital energy: -4.522 eV

Structure (XYZ):
```
13
Properties=species:S:1:pos:R:3:mulliken_charge:R:1
C -1.198 -0.132 0.558 -0.40
N -1.078 0.763 -0.615 -0.40
C 0.359 0.415 -0.676 0.27
C 0.649 -1.017 -0.516 -0.15
N 0.210 -0.374 0.692 -0.15
C 1.193 1.115 0.266 -0.18
H -1.678 0.313 1.398 0.28
H -1.584 -1.164 0.539 0.32
H -1.528 0.398 -1.527 0.33
H -0.069 -1.679 -1.064 0.25
H 1.688 -1.350 -0.253 0.27
H 2.156 0.736 0.355 0.28
H 0.880 1.976 0.845 0.29
```


# 3
A gas-phase ion, C4H7N2O (charge +1) at a distorted geometry. Source: the Open Molecules 2025 dataset; level of theory: the ωB97M-V functional and the def2-TZVPD basis.

## Properties
Structure (SMILES): OC[N+]1=NC=CC1
Multiplicity: 1
Energy relative to the best compared isomer or geometry (same formula, charge and spin): 3.173 eV
HOMO level: -15.31 eV
Molecular weight: 99.113 g mol⁻¹
Charge: +1
Maximum force: 3.2 eV Å⁻¹
Lowest unoccupied orbital energy: -5.738 eV

Structure (XYZ):
```
14
Properties=species:S:1:pos:R:3:mulliken_charge:R:1
O 2.021 -0.130 0.754 -0.48
C 1.579 -0.125 -0.581 -0.34
N 0.200 0.142 -0.345 0.79
N -0.331 1.146 -0.858 -0.62
C -1.655 1.187 -0.352 -0.40
C -1.815 0.043 0.406 -0.38
C -0.594 -0.678 0.461 -0.07
H 2.802 -0.635 0.840 0.32
H 2.037 0.715 -1.224 0.30
H 1.767 -1.037 -1.190 0.36
H -2.389 1.968 -0.516 0.43
H -2.718 -0.421 0.827 0.40
H -0.302 -0.356 1.460 0.31
H -0.602 -1.817 0.318 0.37
```


# 4
2 unconnected molecules or ions with the total composition C4H7N2O at a distorted geometry. Source: the Open Molecules 2025 dataset; level of theory: the ωB97M-V functional and the def2-TZVPD basis.

## Properties
Multiplicity: 1
Energy relative to the best compared isomer or geometry (same formula, charge and spin): 6.751 eV
HOMO level (spin up / spin down): -11.67 / -11.67 eV
Molecular weight: 99.113 g mol⁻¹
Charge: +1
Maximum force: 5.0 eV Å⁻¹
Lowest unoccupied orbital energy (spin up / spin down): -5.058 / -5.059 eV

Structure (XYZ):
```
14
Properties=species:S:1:pos:R:3:mulliken_charge:R:1
C -0.213 -1.870 0.014 -0.19
C 0.974 0.177 -1.842 0.72
C 0.660 1.195 -2.697 -0.83
C -0.584 0.150 2.909 -0.57
N -0.600 -1.101 0.830 0.46
N -1.000 -0.196 1.538 -0.75
O 1.197 -0.673 -1.132 -0.08
H -0.232 -2.935 -0.283 0.38
H 1.419 1.356 -3.596 0.36
H 0.581 2.255 -2.127 0.34
H -0.316 0.933 -3.200 0.32
H -1.580 0.180 3.412 0.24
H 0.017 -0.685 3.331 0.36
H -0.323 1.214 2.846 0.25
```


# 5
2 unconnected molecules or ions with the total composition C4H7N2O4P at a distorted geometry. Source: the Open Molecules 2025 dataset; level of theory: the ωB97M-V functional and the def2-TZVPD basis.

## Properties
Structure (SMILES): N#CC#[N+][O-].CO[PH](=O)OC
Multiplicity: 1
Energy relative to the best compared isomer or geometry (same formula, charge and spin): 1.124 eV
HOMO level: -10.52 eV
Molecular weight: 178.084 g mol⁻¹
Maximum force: 4.6 eV Å⁻¹
Lowest unoccupied orbital energy: 0.248 eV

Structure (XYZ):
```
18
Properties=species:S:1:pos:R:3:mulliken_charge:R:1
N -2.088 2.492 -0.242 -0.47
C -2.561 1.469 -0.094 -0.03
C -3.139 0.226 0.085 0.56
N -3.306 -0.933 0.144 0.58
O -3.512 -2.064 0.171 -0.60
C 2.238 -1.981 -0.294 -0.62
O 1.097 -1.565 -1.008 -0.36
P 0.246 -0.314 -0.466 0.69
O -0.509 -0.587 0.713 -0.59
O 1.348 0.862 -0.219 -0.31
C 0.924 2.005 0.551 -0.96
H 2.407 -1.347 0.611 0.28
H 3.197 -1.997 -0.797 0.27
H 1.888 -2.977 0.072 0.26
H -0.435 -0.061 -1.542 0.09
H 1.716 2.448 1.027 0.33
H 0.253 1.702 1.257 0.44
H 0.237 2.621 0.030 0.45
```


# 6
A gas-phase ion, C4H7N2OS (charge +1) at a distorted geometry. Source: the Open Molecules 2025 dataset; level of theory: the ωB97M-V functional and the def2-TZVPD basis.

## Properties
Multiplicity: 1
Energy relative to the best compared isomer or geometry (same formula, charge and spin): 1.563 eV
HOMO level: -14.02 eV
Molecular weight: 131.180 g mol⁻¹
Charge: +1
Maximum force: 5.7 eV Å⁻¹
Lowest unoccupied orbital energy: -4.059 eV

Structure (XYZ):
```
15
Properties=species:S:1:pos:R:3:mulliken_charge:R:1
C 1.482 0.837 0.187 -0.45
C 0.564 1.650 -0.292 -0.21
C -1.168 0.137 -0.017 0.47
C 1.135 -0.660 0.262 0.07
N -0.757 1.350 -0.432 -0.07
N -0.410 -0.781 0.471 -0.17
O 1.592 -1.380 -0.829 -0.47
S -3.158 -0.233 0.003 -0.21
H 2.590 0.924 0.323 0.36
H 0.885 2.782 -0.311 0.30
H 1.617 -0.999 1.135 0.37
H -1.451 1.998 -0.776 0.24
H -0.759 -1.680 0.801 0.22
H 1.256 -2.311 -0.748 0.34
H -3.418 -1.634 0.221 0.21
```


So what do the calculations give for total energy? Going down the list: -7232.4628, -7229.9486, -9279.6169, -9276.0388, -24717.4341, -20115.9241 eV.